No. 1
Density functional theory data (ωB97M-V with the def2-TZVPD basis set) for 2 unconnected molecules or ions with the total composition C31H40NO6 in a non-equilibrium geometry.

Output
- electronic energy (Ha) = -1711.400772
- orbital gap (eV) = 4.94
- strongest force on any atom (eV Å⁻¹) = 2.79
- total charge = -1
- LUMO (eV) = 1.1

The geometry in XYZ format:
```
78
C31H40NO6 ωB97M-V with the def2-TZVPD basis set
C 2.358 -0.448 3.039
C 1.567 0.784 2.695
O 0.264 0.358 2.259
C -0.593 1.378 1.926
C -1.974 0.857 1.893
C -3.013 1.858 1.671
O -3.094 2.569 0.672
C -4.104 1.945 2.764
C -5.172 0.860 2.649
C -4.700 -0.482 2.096
C -3.502 -1.067 2.840
C -2.192 -0.256 2.852
O -0.201 2.519 1.721
H 3.346 -0.150 3.403
H 1.850 -1.025 3.818
H 2.497 -1.090 2.161
H 1.457 1.454 3.563
H 2.039 1.340 1.873
H -3.621 1.901 3.754
H -4.594 2.923 2.663
H -5.605 0.700 3.647
H -5.990 1.232 2.019
H -5.527 -1.201 2.205
H -4.497 -0.407 1.018
H -3.780 -1.235 3.891
H -3.284 -2.066 2.434
H -1.352 -0.949 2.716
H -2.060 0.153 3.879
C 4.378 2.309 0.690
C 3.712 2.312 -0.693
C 3.166 3.713 -0.968
C 4.796 1.991 -1.732
C 2.584 1.256 -0.749
C 1.252 1.555 -0.740
C 0.234 0.553 -0.909
C -1.124 0.915 -0.800
C -2.179 0.242 -1.519
C -2.463 -1.133 -1.285
C -3.377 -1.818 -2.066
C -4.014 -1.152 -3.133
N -4.729 -1.918 -4.095
O -5.236 -1.342 -5.084
O -4.810 -3.157 -3.925
C -3.841 0.235 -3.325
C -2.967 0.919 -2.503
C 0.666 -0.766 -1.258
C 1.969 -1.165 -1.136
C 2.421 -2.627 -1.340
C 3.662 -2.694 -2.240
C 1.318 -3.473 -1.974
C 2.783 -3.241 0.019
C 2.939 -0.172 -0.659
O 4.004 -0.531 -0.097
H 4.730 1.296 0.918
H 5.231 3.001 0.691
H 3.669 2.629 1.463
H 2.666 3.748 -1.942
H 2.455 4.017 -0.192
H 3.993 4.435 -0.976
H 4.361 1.959 -2.739
H 5.572 2.767 -1.704
H 5.255 1.023 -1.507
H 0.922 2.594 -0.645
H -1.332 1.935 -0.494
H -1.947 -1.637 -0.465
H -3.587 -2.872 -1.903
H -4.386 0.718 -4.136
H -2.823 1.993 -2.634
H -0.091 -1.469 -1.601
H 4.494 -2.152 -1.779
H 3.958 -3.741 -2.385
H 3.446 -2.254 -3.221
H 0.436 -3.524 -1.325
H 1.025 -3.069 -2.950
H 1.681 -4.498 -2.126
H 1.913 -3.214 0.688
H 3.097 -4.285 -0.114
H 3.597 -2.668 0.476
```

No. 2
Density functional theory data (ωB97M-V with the def2-TZVPD basis set) for C4H7N3O in the gas phase in a non-equilibrium geometry.

Output
- electronic energy (Ha) = -396.077510
- orbital gap (eV) = 9.07
- structure (SMILES) = COc1nccn1N
- strongest force on any atom (eV Å⁻¹) = 2.29
- LUMO (eV) = 0.8
- relative energy (zero: lowest compared OMol25 entry of this formula, charge and spin) (kcal/mol) = 44.5

The geometry in XYZ format:
```
15
C4H7N3O ωB97M-V with the def2-TZVPD basis set
C 2.596 -0.125 0.104
C 0.285 -0.099 -0.091
C -1.154 -1.607 0.026
C -1.863 -0.468 0.060
H 2.530 -0.685 0.997
H 3.425 0.603 0.112
H 2.607 -0.882 -0.692
H -1.524 -2.621 0.167
H -2.920 -0.164 0.246
H -0.601 2.256 0.822
H -0.675 2.327 -0.806
N 0.207 -1.379 -0.139
N -0.929 0.546 0.006
N -1.148 1.934 -0.009
O 1.384 0.657 -0.057
```

No. 3
Density functional theory data (ωB97M-V with the def2-TZVPD basis set) for 3 unconnected molecules or ions with the total composition C6H18O3 in a non-equilibrium geometry.

Output
- electronic energy (Ha) = -465.058644
- orbital gap (eV) = 10.93
- structure (SMILES) = CCO.CCO.CCO
- strongest force on any atom (eV Å⁻¹) = 2.45
- LUMO (eV) = 0.7
- relative energy (zero: lowest compared OMol25 entry of this formula, charge and spin) (kcal/mol) = 32.1

The geometry in XYZ format:
```
27
C6H18O3 ωB97M-V with the def2-TZVPD basis set
C -10.338 -16.062 22.934
C -10.705 -15.875 21.436
O -11.346 -17.032 21.002
H -9.744 -16.973 23.006
H -11.271 -16.088 23.497
H -9.809 -15.207 23.355
H -9.752 -15.680 20.944
H -11.239 -14.948 21.225
H -11.195 -17.057 20.054
C -8.628 -9.562 14.174
C -8.226 -10.898 13.575
O -9.103 -11.080 12.424
H -8.373 -8.852 13.387
H -8.014 -9.314 15.039
H -9.676 -9.364 14.401
H -8.450 -11.671 14.311
H -7.199 -10.948 13.215
H -9.990 -11.225 12.763
C -11.885 -5.824 20.735
C -12.256 -7.062 21.565
O -11.213 -8.014 21.325
H -10.938 -5.369 21.026
H -12.666 -5.067 20.814
H -11.781 -6.068 19.678
H -13.132 -7.541 21.127
H -12.352 -6.827 22.625
H -11.517 -8.902 21.528
```

No. 4
Density functional theory data (ωB97M-V with the def2-TZVPD basis set) for 6 unconnected molecules or ions with the total composition C12H21Cl9O5 in a non-equilibrium geometry.

Output
- electronic energy (Ha) = -4987.676317
- orbital gap (eV) = 9.78
- structure (SMILES) = COC(=O)OC.ClC(Cl)Cl.ClC(Cl)Cl.ClC(Cl)Cl.CC(C)=O.CC(C)=O
- strongest force on any atom (eV Å⁻¹) = 4.15
- LUMO (eV) = 0.1

The geometry in XYZ format:
```
47
C12H21Cl9O5 ωB97M-V with the def2-TZVPD basis set
C 2.461 -7.510 -32.567
Cl 0.883 -6.633 -32.198
Cl 3.532 -6.707 -33.658
Cl 1.974 -9.091 -33.223
H 2.956 -7.675 -31.610
C 2.838 -16.203 -32.556
Cl 4.522 -16.396 -32.047
Cl 1.839 -16.658 -31.146
Cl 2.671 -17.135 -34.023
H 2.615 -15.201 -32.922
C 6.060 -1.545 -29.836
Cl 7.808 -1.718 -29.430
Cl 5.125 -2.973 -29.207
Cl 5.732 -1.282 -31.548
H 5.769 -0.679 -29.242
C 0.892 -7.334 -25.945
O 2.021 -8.200 -25.932
C 2.149 -9.326 -26.732
O 1.342 -9.683 -27.571
O 3.351 -9.817 -26.379
C 3.790 -10.921 -27.159
H 0.129 -7.533 -26.698
H 1.253 -6.311 -26.054
H 0.599 -7.487 -24.906
H 3.306 -11.821 -26.779
H 4.879 -10.889 -27.114
H 3.491 -10.690 -28.182
C -4.508 -10.553 -30.939
C -5.894 -11.109 -30.716
O -6.142 -12.307 -30.389
C -6.986 -10.152 -30.981
H -3.849 -10.956 -30.170
H -4.550 -9.464 -30.959
H -4.284 -10.771 -31.984
H -7.269 -9.356 -30.293
H -7.871 -10.786 -31.033
H -6.869 -9.742 -31.984
C 11.125 -10.217 -27.258
C 10.042 -9.920 -28.311
O 9.871 -10.633 -29.335
C 9.119 -8.778 -28.087
H 11.020 -9.754 -26.277
H 12.168 -10.140 -27.566
H 11.070 -11.260 -26.949
H 8.567 -8.614 -29.012
H 9.774 -7.924 -27.911
H 8.477 -8.845 -27.210
```

Q: Which of these has the highest strongest force on any atom?
A: C12H21Cl9O5

Q: What is the orbital gap in the third record?
A: 10.93 eV